one) Density functional theory data (ωB97M-V with the def2-TZVPD basis set) for 7 unconnected molecules or ions with the total composition H14O7.

The value obtained for the HOMO-LUMO gap is 10.754 eV. Its SMILES is O.O.O.O.O.O.O. The calculation puts the LUMO energy at 0.2 eV. The multiplicity is 1. The total charge is 0. The calculation puts the highest occupied orbital energy at -10.6 eV.

Atoms and positions in Å:
O  14.9870  23.7310  -15.4010
H  15.4900  24.3310  -14.7550
H  15.6740  23.4450  -16.0010
O  14.7440  20.7900  -15.3410
H  15.4650  20.2700  -15.0740
H  14.9410  21.7310  -15.4240
O  13.7000  20.1300  -17.8380
H  13.1560  20.9650  -17.8030
H  14.2670  20.2020  -17.0750
O  16.1340  22.3230  -17.6450
H  16.6260  21.4910  -17.7370
H  15.5490  22.3070  -18.4150
O  14.0810  22.3850  -19.5830
H  13.6500  21.7120  -20.0300
H  13.5910  23.2200  -19.7160
O  17.3620  19.9170  -17.2560
H  16.7160  19.5020  -16.6900
H  17.5420  19.2970  -17.9340
O  19.6480  20.8150  -15.9610
H  20.3550  20.2900  -16.3180
H  18.9450  20.6160  -16.5960



two) Density functional theory data (ωB97M-V with the def2-TZVPD basis set) for 7 unconnected molecules or ions with the total composition H14O7.

The value obtained for the HOMO-LUMO gap is 11.869 eV. Its SMILES is O.O.O.O.O.O.O. The calculation puts the LUMO energy at 0.4 eV. The multiplicity is 1. The total charge is 0. The calculation puts the highest occupied orbital energy at -11.5 eV.

Atoms and positions in Å:
O  -3.9753  1.4732  -3.9804
H  -3.9764  1.2953  -4.9209
H  -3.3031  0.8907  -3.6268
O  4.3927  -3.4300  2.8927
H  3.9541  -3.6574  3.7126
H  5.1931  -2.9814  3.1651
O  -1.6306  3.4286  2.5096
H  -1.9670  4.1832  2.0263
H  -0.8241  3.7446  2.9170
O  4.0321  1.7956  -3.2822
H  3.4178  2.4482  -3.6183
H  3.6053  0.9554  -3.4497
O  2.5736  -4.4540  -2.6419
H  1.8212  -3.8865  -2.4746
H  2.5879  -5.0585  -1.8999
O  -6.0471  1.4424  3.7773
H  -5.1923  1.6211  3.3853
H  -5.9187  1.5961  4.7133
O  0.4021  -0.5495  -0.1166
H  1.0050  -0.9116  0.5327
H  -0.1502  0.0548  0.3794



We find one) to be the most stable, with the next structure 69.8 kJ/mol higher.



one) Density functional theory data (ωB97M-V with the def2-TZVPD basis set) for 7 unconnected molecules or ions with the total composition H14O7.

The value obtained for the HOMO-LUMO gap is 9.999 eV. Its SMILES is O.O.O.O.O.O.O. The calculation puts the LUMO energy at -0.1 eV. The multiplicity is 1. The total charge is 0. The calculation puts the highest occupied orbital energy at -10.1 eV.

Atoms and positions in Å:
O  -2.1849  -0.2178  -0.9300
H  -2.6124  0.4346  -1.4847
H  -2.0713  -0.9792  -1.4989
O  2.8830  -0.4762  -0.8170
H  3.0029  -1.4196  -0.7087
H  2.8400  -0.1355  0.0765
O  1.9803  0.1268  -3.3588
H  2.1515  0.1616  -2.4177
H  2.8345  -0.0526  -3.7517
O  -2.5469  -0.8221  2.0966
H  -2.5764  0.1328  2.0368
H  -3.2078  -1.1221  1.4725
O  0.0735  2.7917  0.2259
H  0.6243  2.3501  0.8722
H  -0.5101  2.1066  -0.1002
O  0.0665  -0.0228  0.4312
H  0.7155  -0.4000  -0.1627
H  -0.7329  0.0350  -0.0922
O  -0.0295  -0.8577  3.0295
H  -0.9819  -0.9071  2.9472
H  0.2823  -0.7264  2.1341



two) Density functional theory data (ωB97M-V with the def2-TZVPD basis set) for 7 unconnected molecules or ions with the total composition H14O7.

The value obtained for the HOMO-LUMO gap is 10.706 eV. Its SMILES is O.O.O.O.O.O.O. The calculation puts the LUMO energy at 0.1 eV. The multiplicity is 1. The total charge is 0. The calculation puts the highest occupied orbital energy at -10.6 eV.

Atoms and positions in Å:
O  -0.0027  -2.9726  0.1674
H  0.2101  -3.5062  -0.6070
H  0.4101  -3.4268  0.9097
O  -0.5217  -0.0700  -0.1208
H  -0.4674  -1.0133  0.0840
H  0.3783  0.1864  -0.3496
O  -2.1051  2.1571  -0.7427
H  -1.4382  2.7667  -1.0741
H  -1.6462  1.2970  -0.6688
O  2.1537  1.9043  0.4148
H  2.6556  1.2852  0.9589
H  2.5674  2.7583  0.5788
O  3.5538  -0.4701  -1.0037
H  4.2064  -0.1037  -1.6077
H  3.0461  0.2918  -0.7005
O  -1.3947  3.1849  2.0350
H  -1.2314  2.6930  1.2186
H  -2.1895  3.6875  1.8355
O  -2.9792  -3.2533  -0.4220
H  -2.0171  -3.2161  -0.3367
H  -3.1884  -4.1800  -0.5693



We find two) to be the most stable, with the next structure 18.3 kJ/mol higher.



one) Density functional theory data (ωB97M-V with the def2-TZVPD basis set) for 7 unconnected molecules or ions with the total composition H14O7.

The value obtained for the HOMO-LUMO gap is 10.005 eV. Its SMILES is O.O.O.O.O.O.O. The calculation puts the LUMO energy at -0.1 eV. The multiplicity is 1. The total charge is 0. The calculation puts the highest occupied orbital energy at -10.2 eV.

Atoms and positions in Å:
O  -0.6439  -3.5419  -2.1281
H  0.0583  -2.9867  -2.4725
H  -0.1954  -4.3043  -1.7510
O  -0.6444  2.0499  -0.6483
H  -1.5844  2.1112  -0.8524
H  -0.2488  2.8199  -1.0730
O  0.7746  -0.4178  -0.0166
H  0.5326  0.4705  -0.2981
H  1.0334  -0.8678  -0.8304
O  -0.2213  2.7858  2.0487
H  -0.3268  2.6333  1.0962
H  -1.0560  3.1601  2.3447
O  0.5633  0.4396  3.6138
H  1.3682  0.2000  3.1474
H  0.0453  0.9168  2.9509
O  -2.4588  -0.4226  0.8968
H  -1.8880  0.3000  0.6231
H  -2.6286  -0.9214  0.0928
O  2.4889  -1.0879  -2.2957
H  2.9981  -1.5755  -1.6392
H  2.0336  -1.7612  -2.8089



two) Density functional theory data (ωB97M-V with the def2-TZVPD basis set) for 7 unconnected molecules or ions with the total composition H14O7.

The value obtained for the HOMO-LUMO gap is 10.978 eV. Its SMILES is O.O.O.O.O.O.O. The calculation puts the LUMO energy at 0.3 eV. The multiplicity is 1. The total charge is 0. The calculation puts the highest occupied orbital energy at -10.7 eV.

Atoms and positions in Å:
O  0.1312  0.4383  0.5793
H  1.0020  0.6459  0.1555
H  0.0333  -0.5330  0.5067
O  0.5563  -1.9042  -2.5993
H  0.4653  -2.0225  -1.6440
H  0.7704  -2.7807  -2.9368
O  -2.0499  0.2128  -1.5372
H  -1.2933  0.3117  -0.9410
H  -1.6558  0.0804  -2.4076
O  -0.5271  3.1843  0.4190
H  -0.5887  2.2092  0.4429
H  -1.3855  3.4980  0.7208
O  -1.1379  -0.1283  3.1652
H  -1.3800  0.5247  3.8299
H  -0.6985  0.3791  2.4630
O  2.5212  1.1535  -0.6048
H  3.0424  1.8306  -0.1553
H  3.1425  0.6843  -1.1742
O  -0.0309  -2.3799  0.4062
H  0.0281  -2.9112  1.2107
H  -0.9452  -2.4931  0.1010



three) Density functional theory data (ωB97M-V with the def2-TZVPD basis set) for 7 unconnected molecules or ions with the total composition H14O7.

The value obtained for the HOMO-LUMO gap is 9.908 eV. Its SMILES is O.O.O.O.O.O.O. The calculation puts the LUMO energy at -0.4 eV. The multiplicity is 1. The total charge is 0. The calculation puts the highest occupied orbital energy at -10.3 eV.

Atoms and positions in Å:
O  -0.8985  1.3158  -0.3864
H  -0.0588  1.5085  -0.8186
H  -0.8046  1.7025  0.4914
O  -1.9468  -1.5265  -0.3988
H  -2.7042  -1.9507  0.0201
H  -2.1183  -0.5839  -0.2938
O  0.9888  1.4961  4.1859
H  1.6838  0.8862  3.9142
H  0.5176  1.6939  3.3687
O  2.7396  -2.2589  0.3339
H  2.6867  -1.2972  0.3706
H  2.8591  -2.5224  1.2533
O  1.5049  3.4771  0.9223
H  1.9012  2.7607  1.4310
H  0.6133  3.1643  0.7320
O  -0.9290  0.4507  -3.3178
H  -1.8730  0.6186  -3.4163
H  -0.8746  -0.4992  -3.1642
O  -0.7286  -2.9457  -1.6829
H  -1.0273  -2.0300  -1.7184
H  -1.5312  -3.4599  -1.8260



four) Density functional theory data (ωB97M-V with the def2-TZVPD basis set) for 7 unconnected molecules or ions with the total composition H14O7.

The value obtained for the HOMO-LUMO gap is 10.842 eV. Its SMILES is O.O.O.O.O.O.O. The calculation puts the LUMO energy at 0.0 eV. The multiplicity is 1. The total charge is 0. The calculation puts the highest occupied orbital energy at -10.8 eV.

Atoms and positions in Å:
O  -0.0809  -0.0069  0.3349
H  0.3864  0.7395  0.7446
H  0.2773  -0.0476  -0.5669
O  0.8057  1.5961  2.5837
H  0.0741  2.2227  2.5032
H  1.5970  2.1275  2.4303
O  2.4619  0.5461  -0.7854
H  2.9006  0.3512  0.0541
H  2.8932  1.3461  -1.1080
O  -2.9790  -0.3683  1.8338
H  -2.0241  -0.2271  1.8363
H  -3.2977  0.1478  1.0851
O  -1.5633  -0.8444  -1.7971
H  -1.4317  -0.7596  -0.8383
H  -2.0971  -1.6417  -1.9034
O  1.7151  -1.6448  1.9833
H  1.1684  -0.9976  1.5043
H  1.1664  -2.4328  2.0395
O  -0.2995  -0.0080  -4.1455
H  -1.0998  0.4556  -4.4075
H  -0.5730  -0.5538  -3.3812



We find two) to be the most stable, with the next structure 34.9 kJ/mol higher.